Formula: C51H58InN5O4SSi2Te
Source: the OMol25 dataset
Level of theory: ωB97M-V/def2-TZVPD

The value obtained for the calculated total energy is -3988.42562 hartree. For the HOMO energy, the calculation gives -8.09 eV. As for the spin multiplicity: 1. The energy above the lowest of the compared OMol25 structures with the same formula, charge and spin comes out at 0.0 kcal per mole. The LUMO energy is 0.429 eV.

```
123
C51H58InN5O4SSi2Te, DFT ωB97M-V/def2-TZVPD
In 0.130 0.080 -0.094
O -0.304 1.452 -1.522
C -1.144 2.523 -1.294
C -2.219 2.164 -0.221
C -1.645 2.328 1.147
C -2.077 3.350 1.987
C -1.518 3.456 3.248
C -0.570 2.529 3.636
C -0.162 1.540 2.746
C 0.787 0.469 3.167
C 2.158 0.442 2.432
O 1.949 0.194 1.078
C 2.920 1.749 2.627
C 3.941 2.072 1.740
C 4.613 3.277 1.831
C 4.280 4.183 2.824
C 3.296 3.857 3.738
C 2.635 2.646 3.648
C 2.908 -0.742 3.051
C 2.468 -2.023 2.733
C 3.046 -3.138 3.311
C 4.080 -2.987 4.218
C 4.542 -1.719 4.521
C 3.962 -0.599 3.944
N -0.695 1.477 1.527
C -1.809 2.838 -2.632
C -1.118 3.614 -3.554
C -1.651 3.885 -4.801
C -2.890 3.380 -5.156
C -3.564 2.564 -4.264
C -3.026 2.288 -3.018
C -0.408 3.747 -0.754
C -1.082 4.958 -0.637
C -0.465 6.050 -0.056
C 0.836 5.952 0.408
C 1.515 4.753 0.284
C 0.894 3.657 -0.288
H -3.108 2.791 -0.335
H -2.474 1.114 -0.388
H -2.856 4.025 1.663
H -1.836 4.236 3.925
H -0.181 2.550 4.642
H 0.952 0.517 4.242
H 0.295 -0.479 2.943
H 4.203 1.362 0.974
H 5.392 3.513 1.118
H 4.786 5.133 2.888
H 3.026 4.554 4.520
H 1.899 2.408 4.394
H 1.647 -2.136 2.035
H 2.677 -4.122 3.064
H 4.528 -3.852 4.685
H 5.349 -1.602 5.230
H 4.336 0.384 4.195
H -0.146 3.998 -3.288
H -1.096 4.482 -5.509
H -3.319 3.604 -6.123
H -4.516 2.133 -4.545
H -3.562 1.621 -2.359
H -2.095 5.041 -1.004
H -1.005 6.980 0.040
H 1.317 6.806 0.862
H 2.530 4.665 0.640
H 1.431 2.722 -0.370
N -8.106 -1.419 2.104
C -6.746 -1.542 1.935
C -6.084 -2.718 2.310
C -4.708 -2.807 2.217
C -3.978 -1.731 1.746
C -4.614 -0.559 1.384
C -5.988 -0.464 1.466
S -2.201 -1.680 1.884
O -1.944 -0.584 2.784
O -1.672 -2.959 2.269
N -1.548 -1.240 0.431
C -1.807 -2.070 -0.570
N -2.829 -2.927 -0.448
C -3.039 -3.760 -1.443
C -2.266 -3.760 -2.595
C -1.263 -2.805 -2.648
N -1.019 -1.971 -1.655
H -8.631 -2.271 2.193
H -8.566 -0.676 1.603
H -6.656 -3.548 2.700
H -4.178 -3.692 2.532
H -4.019 0.289 1.079
H -6.489 0.456 1.195
H -3.861 -4.448 -1.294
H -2.428 -4.457 -3.399
H -0.619 -2.702 -3.512
C 5.709 -1.220 0.646
Si 5.660 -0.568 -1.144
C 7.005 0.743 -1.502
C 5.881 -2.065 -2.312
C 3.992 0.258 -1.561
Te 2.403 -1.139 -1.143
C 2.248 -1.485 -3.281
Si 1.551 -0.056 -4.372
C 2.152 1.687 -3.887
C 2.210 -0.468 -6.128
C -0.346 -0.002 -4.466
H 6.360 -2.086 0.716
H 4.719 -1.533 0.975
H 6.074 -0.478 1.349
H 7.997 0.356 -1.303
H 6.869 1.627 -0.889
H 6.976 1.060 -2.539
H 6.802 -2.596 -2.093
H 5.911 -1.778 -3.359
H 5.055 -2.760 -2.179
H 3.957 0.457 -2.626
H 3.826 1.190 -1.034
H 1.630 -2.372 -3.389
H 3.251 -1.752 -3.612
H 3.218 1.844 -4.028
H 1.898 1.884 -2.850
H 1.634 2.427 -4.490
H 3.292 -0.441 -6.189
H 1.826 0.247 -6.847
H 1.890 -1.454 -6.448
H -0.769 0.075 -3.468
H -0.776 -0.867 -4.963
H -0.660 0.881 -5.018
```

Formula: C21H18N2
Source: the OMol25 dataset
Level of theory: ωB97M-V/def2-TZVPD

The value obtained for the calculated total energy is -920.44102 hartree. For the HOMO energy, the calculation gives -6.51 eV. As for the spin multiplicity: 1. The energy above the lowest of the compared OMol25 structures with the same formula, charge and spin comes out at 82.3 kcal per mole. The LUMO energy is -2.763 eV.

```
41
C21H18N2, DFT ωB97M-V/def2-TZVPD
C -4.695 -2.702 1.333
C -3.329 -2.167 1.040
C -3.073 -0.789 1.112
C -1.806 -0.291 0.864
C -0.698 -1.158 0.625
C 0.604 -0.592 0.583
C 1.815 -1.306 0.828
C 3.044 -0.643 0.535
C 4.272 -1.255 0.746
C 4.336 -2.565 1.248
C 3.149 -3.232 1.590
C 1.910 -2.618 1.404
C -1.001 -2.551 0.452
C -2.286 -3.030 0.673
H -4.666 -3.791 1.425
H -5.093 -2.286 2.265
H -5.409 -2.450 0.539
H -3.888 -0.112 1.376
H -1.611 0.782 0.864
H 0.666 0.500 0.621
H 2.985 0.369 0.135
H 5.193 -0.714 0.517
H 5.302 -3.055 1.385
H 3.197 -4.239 2.014
H 1.006 -3.139 1.726
H -0.217 -3.243 0.137
H -2.503 -4.099 0.579
C -0.241 5.418 -2.423
C 0.306 4.407 -3.223
C 0.563 3.153 -2.647
C 0.251 2.898 -1.238
C -0.315 3.922 -0.477
C -0.555 5.173 -1.073
N 0.590 1.588 -0.961
C 1.090 1.094 -2.131
N 1.086 1.996 -3.161
H -0.432 6.407 -2.846
H 0.542 4.555 -4.279
H -0.553 3.708 0.565
H -0.994 5.979 -0.481
H 1.456 0.076 -2.240
```

Formula: C4H6N4
Source: the OMol25 dataset
Level of theory: ωB97M-V/def2-TZVPD

The value obtained for the calculated total energy is -374.84128 hartree. For the HOMO energy, the calculation gives -8.15 eV. As for the spin multiplicity: 1. The energy above the lowest of the compared OMol25 structures with the same formula, charge and spin comes out at 138.1 kcal per mole. The LUMO energy is 0.055 eV.

```
14
C4H6N4, DFT ωB97M-V/def2-TZVPD
C 1.142 0.777 0.042
C -1.741 -0.654 -0.723
C -0.994 -1.071 0.657
C 0.083 -0.095 0.165
H 2.340 0.596 2.248
H 2.677 2.034 0.688
H -2.013 -1.471 -1.491
H -2.514 0.079 -0.608
H -1.333 -0.859 1.708
H -0.651 -2.213 0.755
N 2.218 1.052 0.845
N 1.109 1.217 -1.219
N 0.126 0.713 -1.933
N -0.451 -0.106 -1.132
```

Formula: C4H5N3
Source: the OMol25 dataset
Level of theory: ωB97M-V/def2-TZVPD

The value obtained for the calculated total energy is -319.56892 hartree. For the HOMO energy, the calculation gives -9.37 eV. As for the spin multiplicity: 1. The energy above the lowest of the compared OMol25 structures with the same formula, charge and spin comes out at 89.9 kcal per mole. The LUMO energy is 0.572 eV.

```
12
C4H5N3, DFT ωB97M-V/def2-TZVPD
N 2.418 3.293 -2.636
C 1.948 2.383 -2.203
C 1.268 1.354 -1.582
C 0.208 0.970 -2.307
N -0.510 0.451 -3.087
H 1.727 0.984 -0.665
H -1.487 0.767 -3.039
C -0.538 -0.346 1.537
N 0.279 -1.006 0.842
H -1.451 -0.769 1.837
H -0.592 0.718 1.622
H -0.107 -1.929 0.535
```

Formula: C13H30Cl24O3PS
Source: the OMol25 dataset
Level of theory: ωB97M-V/def2-TZVPD

Its net charge is +1. The value obtained for the calculated total energy is -12522.97821 hartree. For the HOMO energy, the calculation gives -11.73 eV. As for the spin multiplicity: 1. The LUMO energy is -3.210 eV.

```
72
C13H30Cl24O3PS, DFT ωB97M-V/def2-TZVPD
O -4.156 -0.305 3.209
P -4.308 0.081 1.806
O -3.297 -0.661 0.852
O -4.095 1.620 1.491
C -5.899 -0.443 1.087
S -7.233 0.698 1.425
H -2.603 -1.059 1.399
H -4.682 2.154 2.050
H -6.154 -1.420 1.497
H -5.762 -0.581 0.015
H -8.292 -0.092 1.762
H -7.600 1.181 0.207
C -5.963 -1.303 -2.249
Cl -7.063 -2.266 -1.258
Cl -6.535 0.369 -2.412
H -4.989 -1.291 -1.770
H -5.892 -1.743 -3.236
C -5.156 -5.132 -4.003
Cl -6.396 -5.493 -2.797
Cl -5.634 -3.816 -5.087
H -4.243 -4.851 -3.493
H -4.995 -6.019 -4.605
C -1.020 3.349 2.148
Cl 0.056 3.958 0.887
Cl -0.242 2.109 3.140
H -1.303 4.172 2.794
H -1.892 2.915 1.677
C 3.240 0.784 1.835
Cl 4.315 2.151 1.530
Cl 4.123 -0.633 2.418
H 2.514 1.075 2.585
H 2.739 0.524 0.909
C -8.322 -3.284 3.295
Cl -9.201 -2.187 2.204
Cl -6.763 -2.606 3.771
H -8.927 -3.436 4.180
H -8.160 -4.219 2.772
C -7.891 3.995 -0.883
Cl -9.198 2.784 -0.917
Cl -8.504 5.620 -1.122
H -7.401 3.949 0.084
H -7.191 3.762 -1.678
C 4.550 1.722 -2.096
Cl 5.298 2.561 -3.460
Cl 2.840 1.378 -2.398
H 5.070 0.785 -1.938
H 4.625 2.348 -1.216
C 8.975 2.708 -2.864
Cl 9.995 3.249 -4.203
Cl 9.807 1.539 -1.831
H 8.703 3.569 -2.265
H 8.091 2.236 -3.275
C 9.236 -0.372 -5.264
Cl 7.509 -0.038 -5.470
Cl 9.511 -1.765 -4.213
H 9.669 -0.581 -6.235
H 9.708 0.496 -4.817
C 4.852 -1.994 5.678
Cl 6.131 -2.982 4.962
Cl 5.489 -0.853 6.868
H 4.367 -1.435 4.888
H 4.142 -2.648 6.171
C -2.927 1.411 5.984
Cl -3.784 2.665 5.065
Cl -1.297 1.901 6.435
H -3.492 1.210 6.886
H -2.870 0.525 5.362
C 13.141 -2.367 -4.712
Cl 12.608 -1.423 -6.108
Cl 13.879 -3.898 -5.191
H 13.873 -1.785 -4.165
H 12.277 -2.575 -4.093
```

Formula: C16H34N6O20S
Source: the OMol25 dataset
Level of theory: ωB97M-V/def2-TZVPD

Its net charge is +1. The value obtained for the calculated total energy is -2860.57008 hartree. For the HOMO energy (spin up / spin down), the calculation gives -12.80 / -12.80 eV. As for the spin multiplicity: 2. The expectation value of S² is 0.756. The LUMO energy (spin up / spin down) is -4.078 / -9.437 eV.

```
77
C16H34N6O20S, DFT ωB97M-V/def2-TZVPD
C 8.356 -17.096 -7.500
N 7.093 -17.802 -7.229
O 6.387 -17.357 -6.326
O 6.838 -18.750 -8.002
H 8.702 -17.348 -8.502
H 9.036 -17.352 -6.688
H 8.013 -16.063 -7.567
C 3.960 -16.764 -12.487
N 3.794 -16.620 -11.016
O 2.819 -16.046 -10.601
O 4.650 -17.023 -10.231
H 3.556 -17.740 -12.759
H 5.022 -16.812 -12.726
H 3.432 -15.969 -13.013
C 5.990 -14.204 -9.060
N 7.042 -13.118 -8.933
O 7.912 -12.987 -9.799
O 6.958 -12.454 -7.895
H 5.029 -13.778 -9.349
H 5.708 -14.652 -8.108
H 6.288 -14.941 -9.806
C -1.340 -20.774 -3.843
N -1.734 -22.169 -3.949
O -2.487 -22.405 -4.834
O -1.226 -22.939 -3.145
H -0.413 -20.823 -3.273
H -2.126 -20.257 -3.292
H -1.084 -20.333 -4.806
C 4.467 -20.230 -9.238
N 3.287 -21.187 -9.113
O 3.429 -22.397 -9.096
O 2.147 -20.703 -9.006
H 4.668 -19.992 -8.194
H 4.166 -19.337 -9.786
H 5.307 -20.799 -9.637
C 2.522 -11.767 -5.548
N 3.104 -13.169 -5.723
O 4.333 -13.351 -5.842
O 2.256 -14.009 -5.712
H 3.319 -11.075 -5.275
H 1.703 -11.821 -4.830
H 2.154 -11.510 -6.541
O 0.135 -17.875 -5.587
C 1.316 -17.846 -5.937
O 2.317 -17.688 -5.114
C 3.494 -17.299 -5.706
C 3.210 -17.196 -7.148
C 1.873 -17.859 -7.283
H 4.277 -18.029 -5.500
H 3.871 -16.377 -5.265
H 4.000 -17.609 -7.774
H 3.197 -16.188 -7.563
H 2.049 -18.859 -7.680
H 1.164 -17.413 -7.980
O 4.202 -14.870 -2.762
C 4.727 -15.783 -2.155
O 4.551 -15.939 -0.885
C 5.271 -17.078 -0.351
C 5.472 -17.918 -1.605
C 5.770 -16.820 -2.644
H 4.743 -17.693 0.378
H 6.241 -16.771 0.041
H 4.624 -18.524 -1.924
H 6.362 -18.495 -1.357
H 5.464 -17.031 -3.669
H 6.785 -16.423 -2.659
C -0.313 -15.730 -2.571
C 0.924 -14.827 -2.491
O 0.541 -13.519 -2.941
S -1.128 -13.316 -2.776
O -1.798 -12.470 -3.770
O -1.473 -13.084 -1.370
O -1.412 -14.905 -3.100
H -0.753 -16.114 -1.651
H -0.188 -16.567 -3.257
H 1.652 -15.128 -3.245
H 1.343 -14.816 -1.485
```